{
  "formula": "C4H5NO",
  "method": "ωB97M-V/def2-TZVPD",
  "species": ["N", "C", "C", "C", "C", "O", "H", "H", "H", "H", "H"],
  "coordinates": [[-1.044, 1.097, 0.136], [-0.090, 1.552, 0.990], [-1.046, -0.145, -0.524], [0.037, -0.910, -0.484], [1.249, -0.408, 0.236], [0.987, 0.772, 1.044], [-1.887, 1.650, 0.114], [-1.970, -0.426, -1.020], [0.066, -1.885, -0.960], [2.054, -0.140, -0.460], [1.645, -1.158, 0.928]],
  "forces_ev_per_angstrom": [[0.08, 0.21, 0.20], [-0.09, -0.39, -0.33], [0.18, -0.18, -0.01], [-0.11, 0.09, 0.00], [0.00, -0.12, -0.11], [-0.18, 0.16, 0.10], [0.17, -0.07, 0.00], [0.16, 0.04, 0.09], [-0.03, 0.16, 0.09], [-0.11, -0.01, 0.08], [-0.05, 0.11, -0.12]],
  "mulliken_charge": [-0.0113, -0.3204, -0.2362, -0.3960, -0.2829, -0.1674, 0.2197, 0.3636, 0.3334, 0.2391, 0.2584],
  "homo_lumo_gap_ev": 9.438,
  "e_lumo_ha": 0.03095,
  "e_tot_ev": -7764.1621,
  "max_force_ev_per_a": 0.51,
  "de_lowest_kj_mol": 228.13
}